55
Properties=species:S:1:pos:R:3:forces:R:3 method="wB97M-V/def2-TZVPD" smiles="CCOc1ccc(N(CC(=O)N[C@@H](C)CC)S(=O)(=O)c2c(C)noc2C)cc1" multiplicity=1 de_lowest_kcal_mol=60.9 lumo_ev=0.619 charge=0 e_tot_ha=-1678.83087
C 1.16088 -5.85287 -3.81529 -0.07 0.40 0.22
C 0.53436 -4.60540 -3.21311 -0.23 -0.29 -0.20
O 1.56495 -3.87732 -2.56896 0.20 0.09 0.07
C 1.26667 -2.70623 -1.95931 0.07 0.19 0.17
C -0.00504 -2.14479 -1.87982 -0.03 -0.27 -0.15
C -0.19157 -0.94808 -1.21002 0.28 0.13 -0.04
C 0.87557 -0.29534 -0.61338 -0.10 -0.53 -0.57
C 2.14914 -0.85013 -0.69591 -0.12 0.01 -0.08
C 2.34175 -2.03945 -1.36301 -0.05 -0.15 -0.15
H 3.32136 -2.48489 -1.43372 0.13 -0.05 -0.01
H 2.97823 -0.35205 -0.21774 0.12 0.04 0.05
N 0.62075 0.89136 0.12886 -0.06 -0.48 1.00
S 0.66865 0.59753 1.78174 -0.38 -0.72 0.01
O 0.03210 1.72046 2.41516 -0.08 0.12 0.04
O 1.98693 0.25270 2.23293 0.03 -0.06 -0.11
C -0.37677 -0.81261 1.90273 0.41 -0.07 0.09
C -0.02772 -2.13253 2.02961 0.10 0.65 0.00
O -1.14422 -2.86736 2.02890 1.17 -0.16 0.08
N -2.22802 -2.05604 1.90075 -1.19 0.77 -0.12
C -1.79939 -0.82729 1.82361 0.32 -0.30 0.04
C -2.69018 0.34327 1.67833 -0.22 -0.06 0.04
H -3.72657 0.02997 1.76137 -0.08 0.04 -0.02
H -2.45178 1.07522 2.44720 -0.08 0.04 0.02
H -2.52483 0.81453 0.71122 -0.02 0.09 -0.09
C 1.28888 -2.79148 2.14847 -0.10 -0.19 -0.02
H 2.04327 -2.03600 2.34943 0.02 -0.09 0.01
H 1.26654 -3.52921 2.94780 0.02 -0.03 0.06
H 1.53137 -3.30374 1.21776 0.02 -0.02 -0.05
C 1.34829 2.09636 -0.25230 0.08 0.66 -0.13
H 2.04194 1.88691 -1.06964 -0.14 0.02 0.15
H 1.91750 2.46372 0.60877 0.09 0.11 -0.17
C 0.37296 3.19486 -0.70923 0.26 -0.45 0.30
O 0.54960 3.80794 -1.74196 0.13 0.22 -0.36
N -0.64809 3.35979 0.14325 -0.28 0.08 0.35
H -0.59901 2.85496 1.02007 -0.06 0.07 -0.14
C -1.71129 4.34341 -0.01876 0.10 0.37 -0.39
C -1.14734 5.75959 0.09767 -0.11 -0.20 0.07
H -1.94668 6.49209 0.02437 -0.08 0.12 0.00
H -0.64118 5.88545 1.05195 0.04 0.06 0.09
H -0.43419 5.93222 -0.70353 0.06 0.05 -0.07
C -2.43690 4.14834 -1.35524 -0.06 -0.22 0.21
C -3.04612 2.75783 -1.48464 0.06 0.27 -0.09
H -3.56730 2.66164 -2.43404 -0.07 -0.09 -0.06
H -3.75768 2.57152 -0.68145 -0.09 -0.10 0.07
H -2.26422 2.00186 -1.44803 0.03 -0.14 0.01
H -3.22175 4.90255 -1.43288 0.01 0.07 0.00
H -1.72296 4.31024 -2.16209 -0.05 0.11 0.00
H -2.41710 4.16429 0.80033 0.06 -0.03 -0.07
H -1.17868 -0.51658 -1.14994 -0.12 0.07 0.05
H -0.85681 -2.62755 -2.33081 -0.06 -0.08 -0.05
H -0.24115 -4.88228 -2.48582 0.06 0.10 -0.08
H 0.07725 -3.99127 -4.00055 0.02 -0.02 0.13
H 1.61433 -6.45573 -3.03343 0.03 -0.09 0.05
H 0.40056 -6.43925 -4.32276 -0.06 -0.08 -0.06
H 1.93178 -5.57341 -4.52792 0.06 -0.01 -0.09